#A
ORCA calculation (the ωB97M-V functional and the def2-TZVPD basis) on a 2-piece molecular cluster, S2 overall.

As for the gap between HOMO and LUMO: 4.570 eV. Its highest occupied orbital energy is -9.7 eV. The calculation puts the LUMO energy at -5.085 eV.

Structure (ORCA input):
```
! wB97M-V def2-TZVPD RIJCOSX def2/J DEFGRID3
* xyz 0 1
S 0.00000 0.00000 1.63413
S 0.00000 0.00000 -1.63413
*
```


#B
ORCA calculation (the ωB97M-V functional and the def2-TZVPD basis) on a 2-piece molecular cluster, S2 overall.

As for the gap between HOMO and LUMO: 4.196 eV. Its highest occupied orbital energy is -9.5 eV. The calculation puts the LUMO energy at -5.278 eV.

Structure (ORCA input):
```
! wB97M-V def2-TZVPD RIJCOSX def2/J DEFGRID3
* xyz 0 1
S -0.72872 0.98994 -1.25225
S 0.72872 -0.98994 1.25225
*
```


#C
ORCA calculation (the ωB97M-V functional and the def2-TZVPD basis) on one molecule with the formula S2.

As for the gap between HOMO and LUMO: 5.505 eV. Its highest occupied orbital energy is -9.7 eV. The calculation puts the LUMO energy at -4.224 eV.

Structure (ORCA input):
```
! wB97M-V def2-TZVPD RIJCOSX def2/J DEFGRID3
* xyz 0 1
S 0.00000 0.00000 1.29113
S 0.00000 0.00000 -1.29113
*
```


#D
ORCA calculation (the ωB97M-V functional and the def2-TZVPD basis) on one molecule with the formula S2.

As for the gap between HOMO and LUMO: 5.772 eV. Its highest occupied orbital energy is -8.1 eV. The calculation puts the LUMO energy at -2.322 eV.

Structure (ORCA input):
```
! wB97M-V def2-TZVPD RIJCOSX def2/J DEFGRID3
* xyz 0 1
S 0.54854 0.64127 -0.35171
S -0.54854 -0.64127 0.35171
*
```


Name the most stable of them. #D.


#A
ORCA calculation (the ωB97M-V functional and the def2-TZVPD basis) on a 2-piece molecular cluster, C2H9BNO2 overall.

As for the gap between HOMO and LUMO: 10.900 eV. Its highest occupied orbital energy is -14.9 eV. The calculation puts the LUMO energy at -3.989 eV.

Structure (ORCA input):
```
! wB97M-V def2-TZVPD RIJCOSX def2/J DEFGRID3
* xyz 1 1
N 0.60016 0.37357 0.12984
H 2.53277 0.70132 -0.95438
H 1.52177 -0.69157 -1.51816
H 0.79683 0.68560 1.05290
H -3.54873 -0.28252 1.44960
H -2.65753 2.01867 0.56466
H 2.62853 -0.56552 -0.08931
H 0.00359 -1.41763 1.05728
C -0.43125 -0.59006 0.45923
H 0.00056 1.18400 -0.22223
C 1.82628 -0.08030 -0.64961
O -2.74424 -0.59673 1.18027
O -1.90677 1.43799 0.38666
B -1.89146 0.10610 0.56429
H -0.49035 -1.77424 -0.87153
*
```


#B
ORCA calculation (the ωB97M-V functional and the def2-TZVPD basis) on C2H9BNO2 as an isolated structure.

As for the gap between HOMO and LUMO: 11.988 eV. Its highest occupied orbital energy is -15.5 eV. The calculation puts the LUMO energy at -3.507 eV.

Structure (ORCA input):
```
! wB97M-V def2-TZVPD RIJCOSX def2/J DEFGRID3
* xyz 1 1
B 0.55328 -1.03770 0.40575
O 0.27352 -2.30216 0.66228
H 0.47691 -2.69973 1.48246
H -0.18444 1.57447 -1.78954
H -1.01696 -0.78932 -1.17759
C -1.32795 0.95067 0.65202
H -1.23900 0.37532 1.54511
H -2.37096 1.26100 0.38485
O 1.62770 -0.27202 0.76167
H 0.68748 0.24789 -2.33898
N 0.40037 0.76209 -1.46228
C -0.41224 -0.23667 -0.57807
H 1.03962 1.12760 -0.79304
H -0.66752 1.68899 0.73368
H 2.16018 -0.65044 1.51168
*
```


Name the most stable of them. #B.


#A
ORCA calculation (the ωB97M-V functional and the def2-TZVPD basis) on C4H12N4O as an isolated structure.

As for the gap between HOMO and LUMO: 9.023 eV. Its highest occupied orbital energy is -8.2 eV. The calculation puts the LUMO energy at 0.862 eV.

Structure (ORCA input):
```
! wB97M-V def2-TZVPD RIJCOSX def2/J DEFGRID3
* xyz 0 1
H -0.55702 1.45371 0.51489
H -2.14231 1.16252 -1.25895
H 0.57442 -2.06607 0.99620
O 0.70455 -0.01737 -1.62269
N -1.41865 0.91528 -1.92545
C 1.00754 -0.02431 0.51212
H 2.15956 1.30992 1.76402
N -0.50369 0.43543 0.45746
C -0.58667 -0.07942 -1.40448
H -2.20390 -1.33496 -1.58244
H -0.56009 -2.10015 -1.35834
C 1.98150 1.10916 0.70566
H -1.68552 -1.15337 1.17652
N -1.46789 -0.16204 1.28324
H 2.92738 0.86413 0.21816
N -1.21970 -1.33407 -1.33960
H 1.62119 2.03109 0.24128
H -1.19260 -0.06540 2.27191
C 1.23806 -1.21866 1.11593
H -0.90970 1.73192 -2.23113
H 2.23355 -1.45732 1.46569
*
```


#B
ORCA calculation (the ωB97M-V functional and the def2-TZVPD basis) on a 3-piece molecular cluster, C4H12N4O overall.

As for the gap between HOMO and LUMO (alpha / beta): 5.770 / 8.658 eV. Its highest occupied orbital energy (alpha / beta) is -7.7 / -8.7 eV. The calculation puts the LUMO energy (alpha / beta) at -1.936 / -0.088 eV.

Structure (ORCA input):
```
! wB97M-V def2-TZVPD RIJCOSX def2/J DEFGRID3
* xyz 0 1
C 2.17368 1.53894 -0.07073
H -1.47305 -0.34431 2.28825
H 2.54982 2.54832 -0.25003
N -0.91396 -0.00134 1.50809
H 2.03508 1.44198 1.01080
H -0.50579 1.68221 -1.49794
C 0.74635 -1.39112 -0.58509
C -0.18974 1.79115 -0.31627
H -1.97949 -1.62981 -1.00568
N -1.17851 -0.16500 0.24153
H -3.14853 -0.59924 -0.17038
N 0.41735 -2.31395 -1.36978
H -2.29766 -1.89282 0.73017
H 0.61904 -3.25721 -1.02819
H 0.82023 -0.22523 -0.98176
N 0.95223 1.33207 -0.83976
C -2.20470 -1.14073 -0.06174
H 2.92903 0.81625 -0.38265
O -0.29748 2.47100 0.72093
H -0.36036 0.85836 1.69951
H 1.30648 -1.51952 0.36072
*
```


#C
ORCA calculation (the ωB97M-V functional and the def2-TZVPD basis) on a 2-piece molecular cluster, C4H12N4O overall.

As for the gap between HOMO and LUMO: 9.759 eV. Its highest occupied orbital energy is -8.9 eV. The structure (SMILES) is [H]/N=C(\N)OC.[H]/N=C(\C)N. The calculation puts the LUMO energy at 0.827 eV.

Structure (ORCA input):
```
! wB97M-V def2-TZVPD RIJCOSX def2/J DEFGRID3
* xyz 0 1
N 1.40549 0.62199 1.29049
O -1.18290 -0.22835 -1.08508
H 0.26539 0.88478 -2.18676
N -0.40043 -0.76806 1.49735
H 2.18622 -1.38200 -0.36560
H 2.37658 0.65164 0.96066
H -0.89441 -1.53037 1.04237
H -0.97950 2.64466 0.42483
N -2.79060 0.90490 0.17720
H -0.70944 -0.31019 -3.08955
H -3.02068 1.85167 0.47512
H 1.11839 -2.57574 0.38303
H 2.54508 -1.92581 1.27342
N -0.72043 1.91235 -0.22202
H 0.54507 -0.85543 -1.99114
C -0.22806 -0.08930 -2.13189
H -0.82278 -0.01673 2.03545
C -1.56965 0.84603 -0.20081
C 1.73262 -1.69523 0.57891
H 0.23037 1.61759 0.01283
C 0.91369 -0.55837 1.12117
*
```


#D
ORCA calculation (the ωB97M-V functional and the def2-TZVPD basis) on one molecule with the formula C4H12N4O.

As for the gap between HOMO and LUMO: 10.232 eV. Its highest occupied orbital energy is -9.3 eV. The structure (SMILES) is CCN(N)[C@H](N)C(N)=O. The calculation puts the LUMO energy at 0.904 eV.

Structure (ORCA input):
```
! wB97M-V def2-TZVPD RIJCOSX def2/J DEFGRID3
* xyz 0 1
C -1.95761 -1.52953 -0.68420
H 1.71876 -2.05975 -0.82998
H 0.89717 0.24692 2.10421
C 1.17475 0.52013 0.13271
N 0.97225 -1.85201 -0.16556
H 2.32118 0.89862 1.75174
H -1.61720 0.39344 0.09089
C -1.08601 -0.56261 0.11828
H -0.02629 1.83371 -1.82103
H -1.06327 -0.86518 1.17199
H -1.96370 -1.25892 -1.74589
H -1.61547 -2.56517 -0.59558
O 0.03765 2.37319 1.27868
N 0.35058 -0.56968 -0.45021
N 0.03114 2.41586 -0.99376
H 1.38744 -1.82205 0.77927
H -0.59886 3.20690 -0.95143
C 0.32280 1.82214 0.21262
N 1.68608 0.15472 1.46099
H -2.99155 -1.49321 -0.32513
H 2.02017 0.71251 -0.53861
*
```


Name the most stable of them. #D.


#A
ORCA calculation (the ωB97M-V functional and the def2-TZVPD basis) on an isolated ion of composition C2H7N4S and charge +1.

As for the gap between HOMO and LUMO: 9.762 eV. Its highest occupied orbital energy is -14.0 eV. The calculation puts the LUMO energy at -4.195 eV.

Structure (ORCA input):
```
! wB97M-V def2-TZVPD RIJCOSX def2/J DEFGRID3
* xyz 1 1
C 0.24857 -2.19993 0.30198
H -2.58484 0.77603 1.47671
H -1.82470 2.17876 1.00433
S -0.89774 -1.19268 1.32309
N -1.75179 1.14567 1.10010
H 1.07399 1.18315 -2.42023
C -0.71349 0.34002 0.70494
N 0.00567 0.67902 -0.31299
H 1.23007 -1.70068 0.33831
N 1.62208 1.29098 -1.63468
H 0.03234 -3.11899 0.86256
N 1.16873 1.17563 -0.44601
H -0.25528 -2.16074 -0.65863
H 2.64639 1.60376 -1.63947
*
```


#B
ORCA calculation (the ωB97M-V functional and the def2-TZVPD basis) on an isolated ion of composition C2H7N4S and charge +1.

As for the gap between HOMO and LUMO: 8.404 eV. Its highest occupied orbital energy is -12.7 eV. The calculation puts the LUMO energy at -4.255 eV.

Structure (ORCA input):
```
! wB97M-V def2-TZVPD RIJCOSX def2/J DEFGRID3
* xyz 1 1
C 0.09980 -1.08969 0.06402
H 1.65627 1.52401 -0.87375
N -2.13459 0.20632 0.13760
C -1.48441 -0.32623 -1.08709
H -1.53899 0.93373 0.57541
N 1.04685 -0.19117 0.01434
N 2.30074 -0.27040 0.48264
S -0.47270 0.87478 -1.80893
N 0.84061 1.05109 -0.51821
H 2.58962 0.57728 1.06972
H -0.07090 -2.04694 0.53844
H -2.32675 -0.45300 0.78864
H -3.16227 0.45525 -0.18242
H 2.65672 -1.24503 0.79960
*
```


Name the most stable of them. #A.


#A
ORCA calculation (the ωB97M-V functional and the def2-TZVPD basis) on one molecule with the formula C4H5N.

As for the gap between HOMO and LUMO: 11.043 eV. Its highest occupied orbital energy is -10.2 eV. The structure (SMILES) is C=CCC#N. The calculation puts the LUMO energy at 0.805 eV.

Structure (ORCA input):
```
! wB97M-V def2-TZVPD RIJCOSX def2/J DEFGRID3
* xyz 0 1
H -2.03138 0.71607 -0.78490
H -2.50775 -0.97580 -0.11601
N 3.06457 -0.43234 -0.27692
C -1.75425 -0.21818 -0.29561
H 0.72375 1.07662 1.05734
H -0.23969 -1.36747 0.67747
C 0.71116 0.48562 0.13439
C -0.48693 -0.42406 0.19620
H 0.56498 1.25983 -0.57127
C 1.95554 -0.12030 -0.02069
*
```


#B
ORCA calculation (the ωB97M-V functional and the def2-TZVPD basis) on one molecule with the formula C4H5N.

As for the gap between HOMO and LUMO: 10.568 eV. Its highest occupied orbital energy is -9.4 eV. The structure (SMILES) is C#C[C@H]1CN1. The calculation puts the LUMO energy at 1.146 eV.

Structure (ORCA input):
```
! wB97M-V def2-TZVPD RIJCOSX def2/J DEFGRID3
* xyz 0 1
H 2.00604 0.74645 -0.99924
H 0.83093 -0.58759 -1.45237
C 1.01034 0.32461 -0.88884
H -2.01561 -2.20620 1.55446
N -0.06372 1.29429 -0.74857
H -0.92128 0.94193 -1.16502
C -1.34800 -1.43922 1.22706
C -0.58923 -0.57932 0.85748
H 0.78956 1.03205 1.20463
C 0.30097 0.47298 0.41040
*
```


Name the most stable of them. #A.


#A
ORCA calculation (the ωB97M-V functional and the def2-TZVPD basis) on one molecule with the formula C4H5N.

As for the gap between HOMO and LUMO: 10.732 eV. Its highest occupied orbital energy is -9.9 eV. The calculation puts the LUMO energy at 0.844 eV.

Structure (ORCA input):
```
! wB97M-V def2-TZVPD RIJCOSX def2/J DEFGRID3
* xyz 0 1
N 1.74729 0.10485 -0.16658
C -0.92557 -0.84653 0.01657
H 1.18221 2.03523 0.12730
C 0.71539 1.05879 0.02896
C -0.56080 0.60710 0.09278
C 2.48741 -0.77768 -0.41627
H -0.70388 -1.34997 0.91792
H -2.00163 -0.70588 -0.06986
H -0.53229 -1.31234 -0.88071
H -1.40813 1.18644 0.34988
*
```


#B
ORCA calculation (the ωB97M-V functional and the def2-TZVPD basis) on one molecule with the formula C4H5N.

As for the gap between HOMO and LUMO: 9.282 eV. Its highest occupied orbital energy is -8.6 eV. The structure (SMILES) is C/C=C1C=N/1. The calculation puts the LUMO energy at 0.690 eV.

Structure (ORCA input):
```
! wB97M-V def2-TZVPD RIJCOSX def2/J DEFGRID3
* xyz 0 1
N -1.79986 0.84829 -0.07533
C -0.84486 -0.25295 0.00636
H 2.32052 0.43763 -0.71510
H 0.98109 -1.45148 0.09201
H -3.14956 -1.00792 0.01710
C 1.45586 0.55329 -0.01472
C -2.32224 -0.35389 0.04932
C 0.44016 -0.56353 -0.12781
H 1.05256 1.46828 -0.15584
H 1.86634 0.32229 0.92403
*
```


Name the most stable of them. #A.


#A
ORCA calculation (the ωB97M-V functional and the def2-TZVPD basis) on one molecule with the formula C3H4NP.

As for the gap between HOMO and LUMO (alpha / beta): 6.485 / 6.762 eV. Its highest occupied orbital energy (alpha / beta) is -8.4 / -8.5 eV. The calculation puts the LUMO energy (alpha / beta) at -1.954 / -1.699 eV.

Structure (ORCA input):
```
! wB97M-V def2-TZVPD RIJCOSX def2/J DEFGRID3
* xyz 0 1
H 0.27214 -0.54714 2.50145
C -0.15012 -0.12227 -1.20400
N 0.42402 0.93456 0.97100
H -0.07456 -1.28776 -1.25223
H -0.02185 0.05446 -2.36564
H 0.23891 1.95362 -0.72811
C 0.24772 0.89836 -0.40431
P -0.99470 -1.58741 1.01067
C 0.05844 -0.29642 1.47117
*
```


#B
ORCA calculation (the ωB97M-V functional and the def2-TZVPD basis) on one molecule with the formula C3H4NP.

As for the gap between HOMO and LUMO: 9.826 eV. Its highest occupied orbital energy is -9.4 eV. The structure (SMILES) is C1=NC=[PH]=C1. The calculation puts the LUMO energy at 0.410 eV.

Structure (ORCA input):
```
! wB97M-V def2-TZVPD RIJCOSX def2/J DEFGRID3
* xyz 0 1
H 1.61087 0.09550 1.22133
C -1.08141 0.42165 -0.19940
C 0.21315 -1.31377 0.09614
N -0.96131 -0.94948 -0.17777
H 0.48324 -2.44134 0.17533
H -2.04580 0.82693 -0.32489
C 0.06907 1.11963 -0.25782
H 0.29462 2.21825 -0.40767
P 1.41757 0.02264 -0.12527
*
```


Name the most stable of them. #B.